Below is a cluster of 2 separate species, C5H14OS2 in total, with properties calculated with ωB97M-V with the def2-TZVPD basis set.

XYZ file:
```
22
Properties=species:S:1:pos:R:3:forces:R:3
C 2.9520 -1.7043 -1.3573 0.3 -0.5 0.0
C 1.4585 -1.5873 -1.6298 0.6 0.9 -0.6
C 0.8424 -0.5157 -0.7251 -0.8 1.0 -1.6
S 0.8213 -1.0098 0.9276 -1.1 -0.6 2.4
C -0.0833 0.3419 1.7943 0.6 -0.1 0.6
S -1.7750 0.6266 1.2114 -0.1 -0.4 -0.9
C -2.4062 1.8495 2.3541 0.3 0.3 1.1
H 3.4209 -2.4203 -2.0531 -0.1 0.3 0.3
H 3.0992 -2.0677 -0.3264 0.2 0.1 -0.4
H 3.4571 -0.7294 -1.4623 -0.2 -0.4 0.1
H 1.3091 -1.1724 -2.6452 0.1 -0.5 0.3
H 0.9724 -2.5814 -1.5976 0.0 0.7 0.3
H -0.1514 -0.3067 -1.1656 0.2 0.0 0.7
H 1.4024 0.4386 -0.6900 0.0 -0.4 -0.9
H -0.1732 -0.0333 2.8319 0.2 0.2 -0.5
H 0.5424 1.2548 1.8196 -0.5 -0.3 -0.2
H -2.2754 2.9097 2.0797 0.1 -0.6 -0.2
H -1.8131 1.6451 3.2614 -0.5 0.4 0.0
H -3.4709 1.6740 2.5829 0.5 -0.1 -0.2
O -3.0483 0.9426 -1.8437 0.9 0.6 0.0
H -2.5676 1.6457 -2.3365 -0.5 -0.8 0.6
H -2.5133 0.7997 -1.0304 -0.4 0.2 -0.6
```
Positions in Å, forces in eV/Å.

Results
- Gap between HOMO and LUMO: 0.3503 hartree
- Electronic energy: -29129.5645 eV
- Spin multiplicity: 1


Below is a cluster of 2 separate species, C7H12O2S in total, with properties calculated with ωB97M-V with the def2-TZVPD basis set.

XYZ file:
```
22
Properties=species:S:1:pos:R:3:forces:R:3
C 0.1224 0.8622 0.4718 -1.6 0.8 -1.8
C 0.7884 -0.0734 -0.4493 0.5 -0.4 0.3
C -1.1842 1.2817 0.3533 2.8 -0.3 2.8
C 0.3850 -0.3691 -1.6681 -2.8 1.4 -2.2
C 1.9950 -0.8229 0.0738 -2.2 0.5 -0.7
C -1.7791 2.2023 1.3904 -1.1 -1.0 1.0
C 0.9692 -1.3869 -2.6316 0.3 3.1 -0.3
O -1.8802 -1.9934 1.3513 -0.9 -0.1 -0.1
O -1.2256 -0.4031 3.2295 0.2 -2.1 -2.6
S -0.8880 -1.2722 2.0657 0.5 2.2 3.0
H 0.8336 1.3391 1.1109 0.0 0.4 0.9
H -1.7665 0.7380 -0.3210 -1.2 -0.5 -1.0
H -0.5715 0.1702 -2.1108 2.0 -0.9 1.1
H 2.7395 -0.1979 0.4076 1.9 1.6 0.6
H 2.3488 -1.4473 -0.6955 0.7 -0.9 -0.5
H 1.6514 -1.3424 0.9177 -0.1 -1.3 1.2
H -2.4259 1.6511 2.2281 1.6 0.7 -1.7
H -2.5092 2.8654 0.9566 -0.2 0.4 -0.3
H -0.9948 2.7985 1.8669 -0.2 -0.2 0.1
H 1.1366 -2.2362 -2.0402 0.0 -1.9 -0.2
H 1.9444 -0.9973 -3.0025 -0.4 -0.4 0.2
H 0.3107 -1.3663 -3.5047 0.1 -1.1 0.3
```
Positions in Å, forces in eV/Å.

Results
- Gap between HOMO and LUMO: 0.2903 hartree
- Electronic energy: -22381.4323 eV
- Spin multiplicity: 1


Below is a structure of composition C27H22ClFeNO9S3, with properties calculated with ωB97M-V with the def2-TZVPD basis set.

XYZ file:
```
64
Properties=species:S:1:pos:R:3:forces:R:3
Fe 0.1343 -0.5597 -1.4096 -0.2 -0.2 -0.1
S 0.5724 -1.8581 0.5492 -0.1 -0.1 0.0
C 1.6029 -3.1166 -0.1208 0.0 0.0 -0.1
C 1.8551 -4.2638 0.6361 0.0 0.0 0.0
C 2.6682 -5.2905 0.1780 0.0 0.0 0.0
C 3.2537 -5.1790 -1.0774 0.0 0.0 0.0
C 3.0175 -4.0463 -1.8414 0.0 0.0 0.0
C 2.2065 -2.9938 -1.3980 -0.1 0.0 0.1
S 2.0075 -1.5840 -2.4251 0.1 0.1 0.0
H 1.3885 -4.3376 1.6125 0.0 0.0 0.0
H 2.8383 -6.1676 0.7938 0.0 0.0 0.0
H 3.8868 -5.9717 -1.4633 0.0 0.0 0.0
H 3.4699 -3.9513 -2.8225 0.0 0.0 0.0
O -1.9233 0.1117 -0.7908 0.0 0.1 0.2
C -2.9901 -0.4793 -0.7365 -0.1 -0.1 -0.1
C -3.3453 -1.6751 -1.4451 0.0 0.0 0.0
C -4.6420 -2.1505 -1.3072 0.0 0.0 0.0
C -5.0535 -3.2775 -1.9850 0.0 0.0 0.0
C -4.1478 -3.9735 -2.8270 0.0 0.0 0.0
C -2.8747 -3.5356 -2.9734 0.0 0.0 0.0
C -2.3798 -2.3521 -2.2911 -0.1 -0.1 0.0
O -1.2063 -1.9803 -2.4406 0.2 0.2 0.0
N -6.3972 -3.7426 -1.8404 0.1 -0.1 0.1
O -7.1639 -3.1328 -1.1021 -0.1 0.1 0.1
O -6.7383 -4.7494 -2.4527 0.0 -0.1 -0.1
H -3.7909 -0.0671 -0.0910 0.0 0.0 0.0
H -5.3442 -1.6308 -0.6670 0.0 0.0 0.0
H -4.4981 -4.8580 -3.3398 0.0 0.0 0.0
H -2.1651 -4.0571 -3.6021 0.0 0.0 0.0
O 0.4697 2.3391 -4.9210 0.0 0.0 -0.1
Cl 0.2834 2.0914 -3.5175 -0.1 0.0 -0.1
O -0.1920 3.3111 -2.8834 0.0 0.0 0.1
O -0.7041 1.0360 -3.3328 0.2 0.0 0.2
O 1.5216 1.6829 -2.9018 -0.1 0.1 0.0
O 0.3844 1.3266 0.0767 0.2 -0.1 -0.3
S -0.6162 2.4318 0.0801 -0.1 0.1 -0.1
C -1.5527 2.2323 1.6502 0.1 0.0 0.0
C -0.7075 1.9864 2.8582 0.0 0.0 0.0
C 0.0489 0.8179 2.9563 0.0 0.0 0.0
C 0.8754 0.6154 4.0514 0.0 0.0 0.0
C 0.9413 1.5585 5.0692 0.0 0.0 0.0
C 0.1736 2.7127 4.9905 0.0 0.0 0.0
C -0.6407 2.9252 3.8863 0.0 0.0 0.0
C 0.3304 3.9805 0.4817 0.1 -0.1 0.0
C 1.8163 3.7639 0.4298 -0.1 -0.1 0.1
C 2.4850 3.7824 -0.7878 0.0 0.0 0.0
C 3.8440 3.5135 -0.8441 0.0 0.0 0.0
C 4.5494 3.2327 0.3163 0.0 0.0 0.0
C 3.8883 3.2167 1.5363 0.0 0.0 0.0
C 2.5276 3.4753 1.5909 0.0 0.0 -0.1
H -2.1950 1.3805 1.4268 0.0 0.0 0.0
H -2.1719 3.1271 1.7491 0.0 0.0 0.0
H 0.0210 0.0758 2.1671 0.0 0.0 0.0
H 1.4734 -0.2864 4.0895 0.0 0.0 0.0
H 1.5884 1.3949 5.9229 0.0 0.0 0.0
H 0.2141 3.4514 5.7822 0.0 0.0 0.0
H -1.2365 3.8302 3.8226 0.0 0.0 0.0
H 0.0216 4.3311 1.4660 0.0 0.0 0.0
H 0.0078 4.6856 -0.2832 0.0 0.0 0.0
H 1.9254 3.9498 -1.6969 0.0 0.0 -0.1
H 4.3411 3.4863 -1.8053 0.0 0.0 0.0
H 5.6065 3.0002 0.2672 0.0 0.0 0.0
H 4.4255 2.9753 2.4460 0.0 0.0 0.0
H 2.0115 3.4359 2.5404 -0.1 0.0 0.1
```
Positions in Å, forces in eV/Å.

Results
- Gap between HOMO and LUMO (spin up / spin down): 0.1893 / 0.1948 hartree
- Electronic energy: -127683.2918 eV
- Net charge: -2
- Spin multiplicity: 5


> What is the formula in the second record?

C7H12O2S


> Look up the spin multiplicity of the second one.

1


> spin multiplicity of number 1 (C5H14OS2)?

1